# 1
5
Properties=species:S:1:pos:R:3:forces:R:3 method="wB97M-V/def2-TZVPD" orbital_gap_ev=7.40 lumo_energy_ha=-0.05953 e_homo_ev=-9.02 de_lowest_ev=0.999
O 1.155408 -0.846653 2.242361 -0.6 1.6 -0.2
Cl -0.979133 1.876244 0.588445 -2.2 0.0 1.4
C 0.894521 0.221156 1.910445 0.3 -2.1 2.2
I 1.862846 0.429106 -0.522843 0.1 1.2 -2.1
S 0.258170 2.341484 -0.784860 2.3 -0.6 -1.3

***

# 2
15
Properties=species:S:1:pos:R:3:forces:R:3 method="wB97M-V/def2-TZVPD" orbital_gap_ev=8.97 lumo_energy_ha=0.02885 e_homo_ev=-8.19 de_lowest_ev=4.257
C 2.165219 0.921042 0.193864 -0.3 -0.1 -1.7
C -2.133013 0.024143 0.010281 -0.6 1.1 4.4
C 1.213895 -1.659326 -0.408822 3.0 2.3 0.3
H 2.662766 0.717405 -0.774936 0.7 0.4 1.0
H -3.086521 -0.719085 0.080139 2.2 2.1 -0.9
H 0.741886 -2.581281 -0.245427 -0.8 -0.9 -0.1
H 2.334716 0.167806 0.926338 0.7 -0.6 0.5
O 0.783627 0.761343 -0.190173 1.5 2.2 0.6
H 2.341350 1.885469 0.632395 -0.1 0.5 -0.3
H 2.374384 -1.748498 -0.417195 -2.4 0.6 -0.1
H -1.082029 -1.746791 -0.112500 0.0 3.2 -0.5
N -0.948301 -0.653048 -0.146366 1.2 -5.8 -1.3
C 0.511927 -0.488313 -0.291157 -4.1 -3.3 0.3
H -1.163021 1.547299 0.742357 -2.4 -0.8 -0.2
N -2.186085 1.167570 0.669968 1.4 -0.8 -2.2

***

# 3
17
Properties=species:S:1:pos:R:3:forces:R:3 method="wB97M-V/def2-TZVPD" orbital_gap_ev=10.02 lumo_energy_ha=0.03743 e_homo_ev=-9.00 de_lowest_ev=7.137
C -1.037116 -0.840849 0.242007 -3.7 1.1 2.5
C -0.185675 -0.209537 1.390354 -1.1 5.0 -1.4
O 1.130765 -0.712373 -0.690829 1.9 -5.4 0.0
C 0.153154 0.906384 -0.716595 -0.4 8.3 2.5
H 0.334464 -2.337325 1.519981 -1.2 1.7 -0.7
H 0.258959 1.898291 -2.487580 -1.7 0.3 -3.0
H -1.274369 -2.102543 2.167324 0.7 1.9 -0.5
C -0.258157 -0.435626 -1.018920 -0.3 -0.8 1.6
H -0.358540 1.776370 -0.211985 -1.4 -1.5 -0.4
H 1.716351 0.668978 1.139980 0.1 -1.3 -2.9
H -0.915754 0.604652 1.882608 2.9 -1.4 -0.8
C 0.985994 0.167449 0.354390 -0.2 4.7 3.8
N 0.822099 1.731547 -1.745892 4.8 -3.0 3.9
H 1.740841 1.207985 -1.910135 -1.8 1.3 -0.9
C -0.507696 -1.525285 1.545269 -0.2 -7.6 -0.4
H -0.530439 -0.575023 -2.024639 -0.5 -1.2 -1.1
H -2.074881 -0.223094 0.564662 2.3 -2.5 -2.1

***

# 4
90
Properties=species:S:1:pos:R:3:forces:R:3 method="wB97M-V/def2-TZVPD" multiplicity=2 orbital_gap_ev="7.81 / 4.51" lumo_energy_ha="-0.08504 / -0.20632" e_homo_ev="-10.13 / -10.13" de_lowest_ev=0.000 total_charge=+1
C 3.087991 -3.855874 -1.683375 0.0 0.0 0.0
N -7.529883 -0.084399 1.567742 0.0 0.0 0.0
H 0.980303 -5.267398 1.766644 0.0 0.0 0.0
N 1.717702 -3.656569 -1.730565 0.0 0.0 0.0
C -11.158301 0.023878 -0.390290 0.0 0.0 0.0
C -3.231658 -1.357896 -0.221731 0.0 0.0 0.0
H 1.837298 4.053544 1.917058 0.0 0.0 0.0
H 1.370821 6.418887 1.337270 0.0 0.0 0.0
C 1.856010 5.762049 0.629422 0.0 0.0 0.0
H 4.524574 3.268482 -2.688205 0.0 0.0 0.0
C -10.010956 -0.393177 -1.030716 0.0 0.0 0.0
O -0.601034 -0.160386 3.079203 0.0 0.0 0.1
P -0.414332 1.136788 -1.534786 0.0 0.0 0.1
O 2.132283 -1.520190 0.269880 0.0 0.1 0.0
H 4.110845 5.691003 -3.298373 0.0 0.0 0.0
H 1.316218 -1.060268 5.304886 0.0 0.0 0.0
H -5.280671 -0.096691 2.708472 0.0 0.0 0.0
H -9.973798 0.737960 2.735866 0.0 0.0 0.0
C -3.349804 -0.629059 1.949549 -0.1 0.0 0.0
H -12.091614 0.041010 -0.937021 0.0 0.0 0.0
N 3.059000 2.375609 0.480785 0.0 0.0 0.0
C 0.017957 -1.103185 3.636999 0.0 0.0 0.0
C -9.989367 0.427204 1.700234 0.0 0.0 0.0
H 3.887268 -3.257840 -3.598673 0.0 0.0 0.0
H 6.204951 -3.790644 -2.898365 0.0 0.0 0.0
O 1.830081 0.289731 1.470462 0.0 0.1 0.1
H 5.488797 3.061715 -0.334475 0.0 0.0 0.0
C 3.076823 4.076383 -1.296558 0.0 0.0 0.0
C -5.363759 -0.743534 0.665096 0.0 0.0 0.0
C -11.148849 0.428854 0.957373 0.0 0.0 0.0
H -0.077595 -2.121797 5.494005 0.0 0.0 0.0
H -10.023651 -0.702546 -2.067356 0.0 0.0 0.0
N -7.539480 -0.729986 -0.567904 0.0 0.0 0.0
C 0.245931 -1.150717 5.126829 0.0 0.0 0.0
C 5.657975 -4.432898 -0.924884 0.0 0.0 0.0
C 5.387536 -3.937820 -2.205467 0.0 0.0 0.0
H 2.879644 3.388720 -3.292419 0.0 0.0 0.0
H 6.867619 -0.957748 -0.881171 0.0 0.0 0.0
C 5.315417 1.994206 -0.310547 0.0 0.0 0.0
H 3.297413 2.107617 -2.169229 0.0 0.0 0.0
C 6.086836 -0.265040 -0.597582 0.0 0.0 0.0
C 1.163315 -3.968740 -0.545959 0.0 0.0 0.0
F -0.125216 1.003561 -3.079119 0.0 0.0 0.0
C 2.543709 -0.411799 0.691577 0.0 -0.1 -0.1
Cl -0.594025 0.119153 6.020619 0.0 0.0 0.0
C 3.354303 -4.351278 -0.409532 0.0 0.0 0.0
F -0.366058 2.714415 -1.510889 0.0 0.0 0.0
H 1.185796 -3.237185 -2.475242 0.0 0.0 0.0
C 3.859786 0.120644 0.226908 0.0 0.0 0.0
N 2.133933 -4.430105 0.255280 0.0 0.0 0.0
H -2.822141 -0.380891 2.859605 0.0 0.0 0.0
C 3.474680 3.150893 -2.411010 0.0 0.0 0.0
H 2.416097 1.955098 1.165010 0.0 0.0 0.0
F -0.674605 1.113951 0.149598 0.2 0.1 -0.1
H 4.674343 -1.816429 -0.112905 0.0 0.0 0.0
H -12.076106 0.747894 1.413689 0.0 0.0 0.0
C -4.592378 -1.208280 -0.394143 0.0 0.0 0.0
C 4.078084 1.507659 0.115218 0.0 0.0 0.0
H 3.038630 7.051820 -2.957709 0.0 0.0 0.0
H 2.399896 5.582256 -3.688412 0.0 0.0 0.0
H -7.198787 -1.060426 -1.452266 0.0 0.0 0.0
N -2.601234 -1.074164 0.925224 0.0 0.0 0.0
F -0.428616 -0.547595 -1.366804 0.1 0.0 0.0
C -4.714168 -0.461200 1.864303 0.0 0.0 0.0
C -8.815731 0.008664 1.069346 0.0 0.0 0.0
F 1.173384 1.060718 -1.206177 0.0 0.0 0.0
Se -0.626490 -3.734894 -0.107730 0.0 0.0 0.0
F -1.982177 1.097833 -1.736126 0.0 0.0 0.0
C -8.843033 -0.391970 -0.272170 0.0 0.0 0.0
H 7.277252 1.481292 -0.975844 0.0 0.0 0.0
C 2.101905 4.457809 0.948261 0.0 0.0 0.0
O 0.495454 -2.058663 2.951059 0.0 -0.1 0.1
H 2.058712 7.278348 -0.873294 0.0 0.0 0.0
C 1.957372 -4.807780 1.648424 0.0 0.0 0.0
C 6.313661 1.104763 -0.660300 0.0 0.0 0.0
C -6.809216 -0.520982 0.572821 0.0 0.0 0.0
C 2.826487 5.416147 -1.586945 0.0 0.0 0.0
C 3.113170 5.966502 -2.956056 0.0 0.0 0.0
C 4.861419 -0.751226 -0.158780 0.0 0.0 0.0
C 4.096678 -3.640054 -2.608921 0.0 0.0 0.0
C 2.247256 6.241789 -0.623183 0.0 0.0 0.0
Y -0.107683 -1.021066 0.993502 -0.1 -0.1 -0.1
H 4.861541 -5.028017 0.986751 0.0 0.0 0.0
H -5.018340 -1.445137 -1.359328 0.0 0.0 0.0
H 2.012060 -3.927664 2.288323 0.0 0.0 0.0
H 2.730824 -5.523934 1.914027 0.0 0.0 0.0
H -2.613795 -1.705532 -1.039107 0.0 0.0 0.0
C 2.781339 3.622712 0.022801 0.0 0.0 0.0
C 4.646738 -4.648059 -0.002364 0.0 0.0 0.0
H 6.679399 -4.658846 -0.650146 0.0 0.0 0.0

***

# 5
13
Properties=species:S:1:pos:R:3:forces:R:3 method="wB97M-V/def2-TZVPD" orbital_gap_ev="7.71 / 7.71" lumo_energy_ha="0.01039 / 0.01040" e_homo_ev="-7.43 / -7.43" de_lowest_ev=4.965
C 0.075889 -2.244536 -1.028145 -0.6 -0.3 1.2
H 0.624612 -2.753407 -1.811741 -0.1 0.7 -0.4
C -0.151866 2.156757 0.505554 0.3 0.5 0.1
H -1.536193 0.658617 -0.401809 0.0 -0.1 0.0
H 0.522685 2.182524 1.368711 -0.2 0.1 -0.1
N 0.529226 -1.049613 1.487913 1.0 -2.7 -1.4
C 0.662417 -1.309076 -0.288289 1.6 -0.8 1.2
C -0.203092 -0.298919 0.910010 -1.9 4.3 -2.0
H 0.433740 2.462960 -0.369522 0.0 0.0 0.0
C -0.740153 0.809227 0.313500 -0.2 -1.7 0.6
H 1.611673 -0.860819 -0.563375 -0.3 0.1 0.3
H -0.938347 2.904172 0.638605 0.1 0.0 0.1
H -0.890593 -2.657890 -0.761411 0.2 -0.2 0.2

***

# 6
69
Properties=species:S:1:pos:R:3:forces:R:3 method="wB97M-V/def2-TZVPD" orbital_gap_ev=9.23 lumo_energy_ha=-0.02349 e_homo_ev=-9.87
C 3.847664 0.399611 -1.767155 0.0 -0.1 -0.1
O -8.779573 0.419821 4.160631 -0.1 0.0 0.0
F 4.314221 -1.567842 -3.227084 -0.9 -0.1 0.1
H -0.943280 -0.010433 -1.906959 -0.1 -0.3 0.0
H -10.666121 0.518815 4.872509 0.0 0.1 0.0
C 4.332310 -0.244112 -3.140261 1.2 0.3 -0.1
C 2.392142 -0.687568 0.272140 0.4 0.6 0.2
C 3.562186 -1.686716 0.568172 -0.1 -0.6 0.4
C -10.048339 -0.208093 4.354016 -0.1 0.0 0.1
H -2.688405 -0.314242 -0.354925 -0.1 0.0 0.0
H 0.020325 -1.139173 -3.194125 0.0 0.1 0.1
F 5.661486 0.075488 -3.117773 -0.1 -0.2 0.0
H 6.506228 -0.217317 0.925838 0.0 -0.1 0.0
H 3.292237 2.113427 0.004971 0.0 0.0 0.1
H 1.013060 1.054853 -2.459549 0.1 0.2 0.2
F 4.804660 1.039432 -5.110700 0.5 0.3 -0.2
C 1.386209 3.067472 -0.204655 -0.2 0.3 0.0
H 5.972486 -0.018324 2.588002 0.0 -0.1 0.0
H 5.448347 -2.241388 1.140617 0.0 -0.1 0.0
S 0.927569 -1.936104 0.315112 -0.3 -0.6 0.3
H -9.949009 -1.107448 4.957033 0.0 0.0 0.0
N -2.435881 -0.242488 1.655844 0.2 0.3 -0.4
H 2.268833 -2.683716 -2.116002 0.2 0.1 0.3
F 3.330186 -0.480685 -5.296181 -0.3 -0.2 -0.1
C -5.603642 -0.392232 2.960452 0.3 -0.1 -0.1
C 1.076031 -0.940888 -2.996139 -0.1 -0.2 0.0
C 2.413959 0.375397 -0.979807 -1.0 0.2 0.2
F 4.768889 0.017166 -0.875996 0.1 -0.1 0.1
H 0.989919 3.975654 -2.113381 0.0 -0.1 -0.1
C -7.833895 -0.389347 3.677004 0.0 0.1 0.0
C -2.039164 -0.020882 0.474701 0.0 -0.2 0.2
H 2.075048 3.908971 -0.133229 0.1 -0.2 0.0
O 1.285844 -3.143582 -3.774181 0.1 0.4 0.4
F 4.215777 1.689223 -2.074030 0.2 0.0 -0.2
H 1.378525 -0.541482 -3.950957 0.5 0.2 -0.2
C 3.824589 0.438831 -4.480641 -0.3 -0.4 0.4
O 1.410403 -3.204776 -0.137071 -0.2 0.3 0.0
C 4.781907 -1.444283 1.482933 0.7 -0.1 -0.3
H -1.034403 1.664013 -0.141996 0.3 0.2 -0.3
C 1.607676 -2.357540 -2.908772 0.0 -0.5 -0.9
H -0.167034 2.686432 -1.736881 0.0 -0.1 -0.1
C 1.143524 0.144857 -1.874189 0.0 -0.1 -0.7
I 2.259211 0.332881 2.199503 0.1 0.0 -0.2
H -10.498670 -0.456247 3.394320 0.0 -0.1 0.0
H 2.552450 2.358696 -1.569389 0.2 0.1 0.1
H 3.072737 -2.493326 1.118308 0.0 0.0 -0.1
C 5.627868 -0.167772 1.565664 0.0 0.3 -0.1
H -5.864702 0.402047 0.981156 0.1 0.0 0.0
O 0.338602 -1.874595 1.616246 0.1 0.1 -0.3
C 2.393811 1.939113 -0.579784 -0.3 -0.2 0.0
C -0.733213 0.644149 0.066817 -0.8 -0.2 0.5
C 0.420321 3.494516 -1.320282 -0.1 -0.1 0.4
C -5.717380 -0.565139 1.465732 -0.4 0.0 -0.2
O -0.162137 -1.499059 -0.756867 0.5 -0.1 -0.1
H 4.528553 -1.766752 2.490322 -0.4 0.2 0.0
O -7.971686 -1.562485 3.450677 0.0 -0.1 0.0
H -1.725479 0.065268 2.323225 0.0 -0.1 0.1
C -0.180431 -0.096084 -1.131920 0.0 0.2 0.5
Cl 0.583251 3.244454 1.406783 0.0 -0.2 0.0
H -5.498239 -1.350449 3.466916 -0.1 0.0 0.0
F 3.953819 -2.294717 -0.628755 0.0 0.3 0.0
O -6.728222 0.324816 3.506875 0.0 0.0 0.0
H -4.808277 -1.018106 1.079874 0.1 0.0 0.0
H -4.735199 0.213032 3.204463 -0.1 0.1 0.0
H 5.100062 0.740346 1.290439 -0.1 0.0 0.1
H -6.564220 -1.199840 1.204422 0.0 0.0 0.1
F 2.883062 1.360388 -4.233079 -0.4 0.0 0.0
H -0.115732 0.635089 0.956040 0.3 0.2 -0.1
H -0.273655 4.220976 -0.905046 0.0 0.1 -0.1